Record 1
Entry from the Open Molecules 2025 dataset: a cluster of 17 separate species, C68H170O34 in total at a distorted geometry (ωB97M-V/def2-TZVPD).

Geometry as XYZ:
```
272
Properties=species:S:1:pos:R:3:lowdin_charge:R:1
O 24.27 23.63 22.19 -0.158
O 25.76 27.40 18.12 -0.162
O 21.54 19.47 19.22 -0.195
O 21.50 26.92 14.40 -0.181
O 18.82 21.64 11.60 -0.207
O 20.95 22.81 16.73 -0.190
O 20.39 20.38 15.07 -0.197
O 22.37 18.38 11.47 -0.178
O 25.50 21.28 17.49 -0.176
O 17.38 26.05 16.80 -0.180
O 27.10 26.44 20.46 -0.173
O 16.19 21.05 16.74 -0.186
O 20.96 29.92 17.85 -0.180
O 20.97 26.02 11.60 -0.169
O 14.02 18.82 9.98 -0.173
O 24.94 23.58 15.58 -0.179
O 23.38 17.88 17.41 -0.202
O 21.37 23.36 22.27 -0.173
O 24.93 19.20 12.62 -0.205
O 27.76 17.12 14.79 -0.186
O 14.69 16.52 16.45 -0.198
O 17.05 19.65 19.00 -0.185
O 21.57 27.92 20.83 -0.183
O 24.93 22.37 9.17 -0.184
O 21.96 11.01 9.67 -0.175
O 18.81 16.29 13.95 -0.206
O 16.32 23.08 12.94 -0.174
O 12.16 15.46 15.87 -0.180
O 25.54 15.11 14.98 -0.207
O 21.37 13.63 11.11 -0.184
O 19.35 15.86 16.84 -0.179
O 22.03 22.44 8.85 -0.168
O 18.43 24.73 19.58 -0.194
O 13.55 18.83 12.81 -0.164
C 23.52 18.17 18.81 -0.187
C 26.42 20.39 16.89 -0.078
C 25.38 26.27 18.82 -0.219
C 22.20 26.38 12.16 -0.226
C 25.00 24.19 14.31 -0.083
C 22.95 19.51 19.16 -0.208
C 17.75 19.39 17.80 -0.231
C 17.14 24.79 18.90 -0.152
C 20.27 24.92 12.26 -0.079
C 21.47 20.58 15.95 -0.209
C 18.26 21.44 12.91 -0.171
C 22.05 24.09 21.27 -0.204
C 21.22 19.22 11.51 -0.090
C 25.52 23.05 21.95 -0.124
C 12.46 16.01 17.14 -0.193
C 20.94 23.38 8.89 -0.087
C 17.79 26.02 15.45 -0.106
C 27.50 26.72 21.76 -0.112
C 21.23 27.95 15.28 -0.136
C 17.94 21.23 10.54 -0.092
C 23.70 19.08 13.43 -0.134
C 23.97 16.66 17.05 -0.118
C 26.18 21.76 9.01 -0.112
C 22.15 11.34 11.04 -0.217
C 22.76 22.46 10.07 -0.227
C 25.75 16.08 13.93 -0.169
C 19.14 25.94 19.55 -0.128
C 21.45 28.85 18.61 -0.244
C 17.62 22.74 13.43 -0.165
C 24.04 21.71 10.03 -0.213
C 19.23 15.07 14.57 -0.165
C 25.71 26.46 20.32 -0.196
C 21.60 14.97 11.41 -0.113
C 20.97 28.89 20.00 -0.222
C 22.48 12.79 11.28 -0.234
C 25.75 13.79 14.62 -0.127
C 22.14 27.45 13.22 -0.181
C 17.17 24.76 17.37 -0.198
C 28.56 16.26 15.50 -0.138
C 26.20 27.19 16.80 -0.093
C 15.03 18.70 10.95 -0.210
C 20.97 20.72 19.57 -0.081
C 15.97 16.11 16.04 -0.101
C 27.20 16.46 13.67 -0.189
C 26.16 23.34 16.16 -0.229
C 21.83 31.05 17.78 -0.082
C 15.36 19.99 16.40 -0.147
C 25.99 22.58 17.49 -0.218
C 20.19 16.40 17.89 -0.071
C 20.13 15.39 15.78 -0.218
C 14.59 18.07 12.26 -0.227
C 13.96 15.70 17.32 -0.201
C 25.93 20.03 13.07 -0.140
C 21.90 21.99 16.04 -0.186
C 13.43 17.63 9.48 -0.105
C 19.98 18.98 15.06 -0.077
C 21.02 27.86 22.11 -0.131
C 22.92 17.98 12.71 -0.201
C 10.89 15.85 15.46 -0.155
C 23.41 23.49 21.07 -0.203
C 12.99 18.27 13.94 -0.119
C 21.01 24.20 16.39 -0.077
C 16.92 18.46 19.81 -0.064
C 20.17 23.93 22.76 -0.084
C 15.28 22.46 13.67 -0.103
C 20.57 10.99 9.28 -0.091
C 17.96 16.14 12.85 -0.115
C 17.60 20.60 16.87 -0.117
H 20.05 27.38 22.12 0.072
H 23.01 23.50 10.35 0.128
H 18.12 21.42 17.36 0.120
H 15.92 15.55 15.09 0.089
H 18.72 25.43 15.30 0.067
H 25.43 23.60 13.49 0.089
H 15.36 21.37 13.62 0.076
H 14.32 22.76 13.25 0.094
H 16.62 25.74 19.17 0.131
H 23.86 23.92 20.17 0.113
H 19.87 28.75 19.93 0.130
H 22.85 26.70 11.33 0.133
H 25.89 25.36 18.57 0.096
H 26.82 13.58 14.50 0.086
H 21.01 28.82 22.67 0.105
H 20.21 24.65 16.97 0.065
H 20.79 15.60 18.32 0.090
H 20.69 18.39 14.47 0.061
H 21.26 31.86 17.33 0.085
H 16.95 21.69 10.48 0.088
H 25.16 16.97 14.18 0.097
H 15.17 19.41 17.31 0.085
H 16.42 18.76 20.72 0.087
H 15.51 19.69 11.17 0.113
H 26.88 22.86 15.48 0.122
H 18.43 15.61 12.03 0.084
H 27.89 15.62 13.40 0.131
H 16.50 15.57 16.82 0.090
H 20.69 15.49 11.22 0.071
H 26.16 20.74 8.58 0.093
H 19.50 16.80 18.64 0.079
H 16.59 16.96 15.80 0.064
H 21.29 11.02 11.69 0.138
H 22.08 22.08 10.86 0.118
H 20.36 18.56 11.66 0.085
H 23.14 20.04 13.60 0.126
H 18.35 14.51 14.91 0.119
H 26.60 20.70 15.85 0.061
H 18.57 26.79 19.93 0.094
H 22.10 17.54 13.32 0.109
H 22.72 30.75 17.17 0.095
H 20.85 24.29 15.30 0.079
H 26.45 28.17 16.43 0.080
H 25.26 27.42 20.57 0.134
H 18.80 19.25 18.06 0.104
H 18.00 20.42 15.85 0.104
H 12.25 17.10 17.16 0.130
H 26.94 22.59 18.02 0.122
H 22.39 19.94 15.78 0.125
H 25.96 19.42 16.86 0.081
H 23.85 20.69 9.60 0.148
H 21.10 29.89 20.44 0.131
H 26.42 19.82 14.01 0.051
H 22.54 28.77 18.56 0.135
H 22.23 31.40 18.73 0.084
H 18.05 27.06 15.13 0.099
H 17.86 20.12 10.50 0.083
H 27.10 26.55 16.69 0.095
H 21.25 21.03 20.59 0.090
H 15.43 18.06 12.96 0.113
H 22.86 22.02 16.54 0.108
H 23.61 17.15 12.57 0.100
H 21.49 24.08 20.32 0.125
H 23.71 16.38 16.02 0.077
H 19.45 24.22 22.01 0.071
H 22.18 28.40 15.53 0.085
H 19.37 24.79 11.68 0.080
H 27.21 17.15 12.80 0.130
H 22.38 15.46 10.82 0.098
H 26.07 23.47 21.11 0.077
H 25.48 25.16 14.42 0.078
H 26.68 24.31 16.42 0.113
H 12.48 17.31 13.68 0.084
H 11.88 15.54 17.98 0.137
H 21.56 27.08 22.67 0.080
H 15.73 19.33 15.61 0.084
H 20.84 16.13 15.41 0.112
H 22.99 10.72 11.35 0.123
H 10.04 15.36 15.97 0.094
H 25.46 21.04 13.27 0.085
H 26.15 23.17 22.83 0.087
H 23.23 20.26 18.39 0.123
H 29.37 15.98 14.85 0.082
H 19.65 23.14 23.29 0.086
H 10.76 16.93 15.56 0.083
H 17.55 20.61 12.89 0.115
H 23.98 24.43 14.02 0.068
H 21.19 19.98 12.34 0.086
H 26.95 26.14 22.48 0.079
H 16.24 24.25 17.08 0.123
H 16.96 25.75 14.82 0.086
H 25.51 21.96 21.77 0.089
H 19.95 10.31 9.82 0.068
H 14.35 20.30 16.14 0.091
H 24.06 18.78 14.42 0.107
H 21.77 15.06 12.50 0.085
H 22.89 12.91 12.31 0.119
H 23.33 19.78 20.12 0.118
H 25.06 16.66 17.06 0.090
H 25.30 15.69 12.97 0.136
H 20.86 17.20 17.63 0.059
H 27.40 20.35 17.38 0.100
H 21.14 19.81 10.57 0.094
H 25.29 23.13 18.13 0.114
H 20.13 12.01 9.32 0.092
H 22.16 25.17 21.48 0.113
H 14.03 14.63 17.08 0.130
H 25.37 26.83 16.20 0.077
H 20.61 28.78 15.02 0.091
H 17.69 17.09 12.44 0.070
H 28.56 26.50 21.88 0.088
H 10.79 15.63 14.41 0.083
H 17.60 22.70 14.51 0.107
H 19.70 14.43 13.80 0.123
H 15.28 22.81 14.70 0.080
H 24.30 26.07 18.69 0.129
H 25.47 13.10 15.41 0.093
H 20.67 14.47 16.06 0.131
H 21.65 28.35 12.84 0.135
H 16.30 17.79 19.19 0.082
H 20.20 23.16 9.65 0.059
H 21.09 20.19 16.90 0.111
H 22.65 25.48 12.60 0.101
H 27.96 15.42 15.87 0.089
H 18.45 21.51 9.60 0.080
H 26.71 20.20 12.27 0.105
H 12.20 18.93 14.26 0.095
H 21.14 21.53 18.87 0.076
H 26.77 22.40 8.33 0.094
H 20.41 23.34 7.94 0.088
H 14.30 17.04 12.04 0.123
H 27.43 27.80 21.95 0.093
H 25.33 25.61 20.86 0.095
H 26.65 21.75 9.99 0.071
H 20.54 10.69 8.25 0.076
H 16.57 23.99 19.36 0.120
H 17.95 24.01 17.11 0.117
H 24.59 18.15 19.01 0.125
H 23.21 22.44 20.93 0.106
H 13.71 17.96 14.71 0.077
H 12.91 17.85 8.55 0.089
H 23.35 13.11 10.59 0.154
H 19.83 18.47 16.02 0.081
H 20.84 27.45 16.16 0.071
H 23.51 15.91 17.65 0.079
H 17.03 15.67 13.18 0.078
H 19.04 18.89 14.53 0.077
H 15.88 18.14 10.47 0.130
H 19.89 20.61 19.58 0.081
H 21.94 24.71 16.63 0.086
H 20.43 24.74 23.47 0.094
H 19.86 25.16 13.22 0.041
H 17.85 17.93 20.04 0.078
H 20.10 25.83 20.04 0.059
H 23.17 27.75 13.46 0.123
H 20.88 23.99 12.39 0.104
H 17.38 18.48 17.28 0.107
H 19.38 26.14 18.50 0.074
H 22.04 22.48 15.04 0.136
H 21.04 27.96 18.18 0.098
H 12.70 17.26 10.24 0.087
H 21.33 24.41 9.00 0.093
H 18.37 23.49 13.16 0.094
H 25.20 13.45 13.75 0.075
H 14.03 16.73 9.36 0.083
H 29.00 16.78 16.37 0.101
H 14.22 15.83 18.36 0.112
H 24.48 21.62 11.04 0.116
H 19.10 21.17 13.53 0.094
H 23.09 17.42 19.49 0.136
```

Computed properties:
HOMO level, hartree: -0.3330
Total energy, a.u.: -5250.202403
Kohn-Sham gap, Eh: 0.350
ΔE to the lowest compared entry with this formula, charge and spin, eV: 0.1567


Record 2
Entry from the Open Molecules 2025 dataset: a cluster of 2 separate species, C9H13NO2 in total at a distorted geometry (ωB97M-V/def2-TZVPD).

Geometry as XYZ:
```
25
Properties=species:S:1:pos:R:3:nbo_charge:R:1
O -2.00 -3.21 1.26 -0.679
O -0.75 4.18 1.65 -0.606
N -1.65 2.74 0.17 -0.828
C 2.00 -0.42 -1.49 -0.638
C -0.60 3.24 0.89 0.666
C 0.43 -0.64 0.40 -0.210
C -0.79 -2.88 -0.73 -0.258
C -0.49 -1.36 1.14 -0.270
C -1.02 -2.53 0.61 0.295
C 0.81 -1.13 -0.85 -0.059
C 0.72 2.62 0.58 -0.716
C 0.11 -2.14 -1.47 -0.189
H 0.92 0.20 0.86 0.216
H 1.86 0.62 -1.79 0.214
H -2.15 -2.98 2.17 0.485
H 2.87 -0.57 -0.83 0.220
H 1.05 2.07 1.47 0.229
H -1.47 -3.58 -1.19 0.225
H 0.68 1.89 -0.23 0.212
H -2.56 3.15 0.14 0.407
H 2.36 -0.83 -2.44 0.219
H 1.56 3.27 0.34 0.249
H -1.46 1.91 -0.37 0.390
H 0.30 -2.52 -2.47 0.218
H -0.72 -1.10 2.17 0.207
```

Computed properties:
HOMO level, hartree: -0.3143
Total energy, a.u.: -555.976482
SMILES string: Cc1ccc(O)cc1.CC(N)=O
Kohn-Sham gap, Eh: 0.338
ΔE to the lowest compared entry with this formula, charge and spin, eV: 0.7413


Record 3
Entry from the Open Molecules 2025 dataset: a structure of composition C32H62O17S7 at a distorted geometry (ωB97M-V/def2-TZVPD).

Geometry as XYZ:
```
118
Properties=species:S:1:pos:R:3:lowdin_charge:R:1
S -7.91 -24.86 14.84 0.671
S -8.81 -31.59 10.31 0.707
S -10.72 -26.90 8.23 0.706
S -6.53 -23.59 6.70 0.632
S -8.65 -20.27 11.62 0.537
S -3.93 -28.39 4.32 0.602
S -7.34 -31.16 15.88 0.683
O -8.68 -32.40 11.49 -0.306
O -7.24 -23.55 15.05 -0.337
O -3.45 -30.16 9.48 0.076
O -7.96 -19.05 11.31 -0.304
O -5.02 -29.15 10.67 0.074
O -4.75 -28.56 8.57 0.083
O -8.58 -30.62 16.37 -0.324
O -11.41 -26.19 7.19 -0.292
O -3.23 -29.29 3.52 -0.298
O -9.67 -20.30 12.54 -0.271
O -7.53 -25.64 13.66 -0.339
O -9.36 -30.15 10.35 -0.384
O -9.50 -27.72 7.97 -0.355
O -3.26 -27.29 4.93 -0.292
O -5.28 -22.88 6.54 -0.305
O -6.71 -32.35 16.52 -0.346
O -6.81 -24.46 7.84 -0.329
C -5.35 -27.85 3.31 -0.223
C -4.83 -29.24 5.56 -0.213
C -9.28 -21.14 10.27 -0.245
C -7.92 -22.63 6.37 -0.228
C -6.22 -28.57 5.52 -0.189
C -6.59 -28.29 4.04 -0.201
C -7.52 -22.66 11.23 -0.195
C -8.93 -23.65 5.70 -0.140
C -6.11 -29.89 15.84 -0.274
C -12.35 -27.16 10.16 -0.210
C -11.10 -26.51 10.71 -0.180
C -9.76 -25.72 16.35 -0.285
C -9.05 -33.09 8.21 -0.346
C -9.85 -32.60 9.32 -0.282
C -9.61 -24.85 15.19 -0.310
C -5.64 -29.72 14.48 -0.206
C -4.36 -29.31 9.56 -0.632
C -7.44 -21.38 12.10 -0.246
C -8.08 -24.85 5.06 -0.190
C -7.38 -31.62 9.30 -0.189
C -5.82 -27.74 9.13 -0.085
C -8.67 -26.86 16.38 -0.142
C -7.45 -31.45 14.15 -0.200
C -7.63 -33.05 8.62 -0.218
C -10.29 -25.85 9.60 -0.213
C -7.38 -25.83 16.23 -0.195
C -11.79 -27.90 9.04 -0.303
C -5.96 -27.02 11.56 -0.015
C -6.18 -28.13 10.51 -0.208
C -8.96 -22.60 10.63 -0.212
C -6.79 -30.15 13.53 -0.113
C -6.60 -24.55 5.24 -0.239
H -7.64 -21.55 13.09 0.056
H -12.59 -28.30 8.55 0.102
H -10.29 -25.16 14.23 0.150
H -4.70 -30.28 14.53 0.143
H -5.90 -25.57 5.19 0.162
H -6.70 -27.84 8.47 0.122
H -4.85 -30.25 5.37 0.075
H -6.97 -29.27 3.66 0.140
H -7.22 -28.55 10.73 0.154
H -7.55 -33.87 9.28 0.089
H -6.32 -27.41 12.50 0.047
H -10.43 -20.94 10.11 0.154
H -10.72 -26.20 16.15 0.106
H -6.30 -24.00 4.52 0.024
H -12.97 -26.38 9.79 0.117
H -6.49 -31.71 9.73 0.049
H -6.51 -26.25 11.07 0.071
H -6.28 -28.85 16.30 0.117
H -6.46 -30.21 12.56 0.069
H -7.99 -22.09 7.30 0.087
H -7.34 -23.65 11.77 0.106
H -7.34 -21.95 5.73 0.110
H -10.37 -33.31 10.08 0.152
H -7.14 -25.39 17.15 0.080
H -5.40 -28.03 2.18 0.136
H -6.90 -29.08 5.87 0.006
H -8.53 -31.66 14.01 0.105
H -8.25 -25.94 5.45 0.125
H -4.90 -26.82 11.85 0.122
H -9.60 -24.13 6.51 0.114
H -10.16 -23.76 15.37 0.181
H -7.51 -29.48 13.60 0.061
H -10.62 -24.91 9.36 0.075
H -8.50 -24.84 4.06 0.101
H -6.82 -33.23 7.47 0.227
H -9.24 -23.21 9.74 0.082
H -4.12 -29.13 6.49 0.140
H -10.56 -31.89 8.73 0.144
H -11.47 -25.67 11.38 0.145
H -12.98 -27.69 10.81 0.117
H -5.38 -28.83 14.52 0.021
H -7.26 -27.47 4.18 0.074
H -9.64 -23.07 5.11 0.100
H -9.24 -32.72 7.20 0.104
H -10.31 -27.21 10.95 0.122
H -8.71 -20.60 9.49 0.112
H -6.13 -27.60 6.16 0.137
H -9.93 -25.12 17.34 0.157
H -6.57 -22.54 10.72 0.106
H -6.42 -20.78 12.11 0.159
H -8.79 -27.61 15.50 0.136
H -9.51 -34.21 7.81 0.191
H -5.61 -26.71 9.04 0.114
H -7.47 -30.80 8.48 0.152
H -11.25 -28.76 9.45 0.111
H -5.24 -26.72 3.49 0.095
H -9.29 -23.41 11.42 0.153
H -7.06 -32.38 13.87 0.082
H -6.54 -26.57 16.07 0.101
H -8.70 -27.52 17.16 0.064
H -5.25 -30.31 16.58 0.157
H -9.39 -25.81 9.86 0.027
```

Computed properties:
HOMO level, hartree: -0.3782
Total energy, a.u.: -5322.254132
Kohn-Sham gap, Eh: 0.372
ΔE to the lowest compared entry with this formula, charge and spin, eV: 15.6844


Record 4
Entry from the Open Molecules 2025 dataset: a cluster of 2 separate species, C6H11NS in total at a distorted geometry (ωB97M-V/def2-TZVPD).

Geometry as XYZ:
```
19
Properties=species:S:1:pos:R:3:nbo_charge:R:1
S -2.17 0.83 0.09 -0.363
N -0.25 -1.69 -1.17 -0.359
C -1.48 -1.95 -1.13 0.029
C 1.21 0.07 -1.53 -0.671
C -1.21 1.95 0.99 -0.783
C 1.53 -0.11 1.55 -0.302
C 0.64 -0.80 0.79 -0.295
C 0.48 -0.79 -0.57 0.364
H -2.04 -1.31 -0.56 0.213
H 0.00 -1.57 1.26 0.231
H 1.52 -0.19 2.66 0.220
H 1.73 0.75 -0.93 0.216
H 0.66 0.62 -2.24 0.258
H -0.20 1.89 0.59 0.189
H 1.97 -0.41 -2.12 0.245
H -1.12 1.89 2.07 0.197
H -1.58 2.99 0.76 0.219
H 2.12 0.69 1.13 0.197
H -1.80 -2.87 -1.65 0.193
```

Computed properties:
HOMO level (spin up / spin down), hartree: -0.2570 / -0.2572
Total energy, a.u.: -688.000380
Kohn-Sham gap (spin up / spin down), Eh: 0.203 / 0.203
ΔE to the lowest compared entry with this formula, charge and spin, eV: 4.0505


Record 5
Entry from the Open Molecules 2025 dataset: the molecule C3H6N4O at a distorted geometry (ωB97M-V/def2-TZVPD).

Geometry as XYZ:
```
14
Properties=species:S:1:pos:R:3:nbo_charge:R:1
O -0.37 -1.03 1.78 -0.609
N -1.38 1.46 -0.45 -0.174
N 1.50 -0.27 -0.15 -0.448
N 0.08 -0.16 -0.25 -0.148
N -0.48 0.71 -1.09 -0.223
C -0.60 -0.15 0.96 0.564
C 1.96 -1.17 -1.20 -0.421
C -1.53 1.04 0.78 -0.136
H 1.78 -0.79 -2.20 0.194
H 0.19 1.28 -1.66 0.393
H -2.36 1.36 1.33 0.222
H 1.76 -0.68 0.71 0.388
H 3.04 -1.20 -1.09 0.206
H 1.53 -2.16 -1.07 0.193
```

Computed properties:
HOMO level, hartree: -0.3201
Total energy, a.u.: -412.071146
SMILES string: CNn1[nH]ncc1=O
Kohn-Sham gap, Eh: 0.340
ΔE to the lowest compared entry with this formula, charge and spin, eV: 3.7496


Record 6
Entry from the Open Molecules 2025 dataset: the molecule C4H7NO2 (ωB97M-V/def2-TZVPD).

Geometry as XYZ:
```
14
Properties=species:S:1:pos:R:3:nbo_charge:R:1
O -0.38 0.06 1.39 -0.384
O 0.61 0.50 -0.74 -0.517
N -0.51 1.50 1.09 -0.313
C 2.16 -0.93 0.47 -0.484
C -0.49 0.49 0.09 0.599
C 1.61 -0.44 -0.63 0.128
C -1.74 0.10 -0.67 -0.658
H -1.60 -0.90 -1.08 0.232
H 2.95 -1.66 0.37 0.209
H 1.95 -0.73 -1.62 0.183
H -1.91 0.79 -1.50 0.229
H -2.61 0.09 -0.01 0.219
H -1.49 1.71 1.32 0.328
H 1.85 -0.63 1.47 0.227
```

Computed properties:
HOMO level, hartree: -0.3417
Total energy, a.u.: -361.731526
SMILES string: C=CO[C@]1(C)NO1
Kohn-Sham gap, Eh: 0.378
ΔE to the lowest compared entry with this formula, charge and spin, eV: 4.0635